ORCA calculation (ωB97M-V/def2-TZVPD) on the ion C4H10N3S with charge +1 at a distorted geometry.

Summary:
Orbital gap (alpha / beta) (eV): 8.13 / 8.13
Total charge: +1
HOMO level (alpha / beta) (hartree): -0.458 / -0.458
2S+1: 1

```
18
Properties=species:S:1:pos:R:3:lowdin_charge:R:1
C -0.40 -0.60 -0.95 -0.10
C -0.81 0.50 -0.34 -0.18
C 1.16 -1.67 0.60 -0.46
C -1.09 2.56 0.86 -0.02
N 0.76 -1.30 -0.63 -0.19
N 1.56 -1.92 -1.66 0.10
N -0.33 1.33 0.57 -0.04
S 0.43 -1.42 2.07 0.95
H -0.79 -0.76 -1.95 0.13
H -1.65 0.79 -0.78 0.10
H 2.15 -2.23 0.76 0.13
H -1.81 2.34 1.61 0.08
H -0.30 3.13 1.28 0.08
H -1.56 3.02 -0.01 0.11
H 1.18 -2.84 -2.05 0.16
H 1.77 -1.30 -2.38 0.07
H 0.57 1.24 1.04 0.13
H -0.83 -0.87 1.93 -0.06
```